Density functional theory data (ωB97M-V/def2-TZVPD) for C3H10NS as an isolated structure in a non-equilibrium geometry.

Structure (XYZ):
```
15
Properties=species:S:1:pos:R:3:lowdin_charge:R:1
C 1.434 0.494 -0.793 -0.414
N 1.925 1.864 -0.623 -0.029
H 1.269 0.199 -1.835 0.087
H 2.126 -0.297 -0.330 0.108
H 1.914 2.267 -1.549 0.079
H 2.935 1.704 -0.373 0.113
C -1.265 -1.341 -0.880 -0.060
S -0.314 0.355 0.192 0.876
C -1.422 -0.186 2.188 0.078
H -0.688 -2.194 -0.621 0.025
H -1.069 -0.993 -1.886 0.021
H -2.311 -1.198 -0.549 0.046
H -2.279 0.415 1.993 0.041
H -1.578 -1.170 2.135 -0.018
H -0.677 0.081 2.931 0.047
```

E_LUMO ... -5.888 eV
Energy above the lowest of the compared OMol25 structures with the same formula, charge and spin ... 96.20 kcal/mol
Total charge ... +1
Gap between HOMO and LUMO ... 8.45 eV
E ... -15587.9300 eV

Density functional theory data (ωB97M-V/def2-TZVPD) for C13H15N3O3 as an isolated structure in a non-equilibrium geometry.

Structure (XYZ):
```
34
Properties=species:S:1:pos:R:3:lowdin_charge:R:1
C -2.246 2.332 0.765 -0.255
C -2.560 0.963 -0.113 -0.296
C -1.403 -1.282 -0.464 -0.372
C -2.746 -2.183 -0.531 -0.303
C -0.466 -2.046 0.470 -0.167
C 0.799 -1.361 0.768 -0.197
C 1.438 -1.255 2.107 0.044
C 1.729 -0.586 -0.180 -0.096
C 2.781 -0.047 0.665 -0.284
C 2.038 -0.481 -1.639 -0.014
C 3.905 0.627 0.101 -0.029
C 3.266 0.090 -2.115 -0.125
C 4.188 0.611 -1.235 -0.130
H -2.430 4.554 -0.218 0.207
H -4.343 3.018 -0.008 0.183
H -2.257 1.897 1.774 0.087
H -1.209 2.594 0.515 0.068
H -0.032 0.294 0.230 0.335
H -1.096 -1.346 -1.523 0.147
H -1.158 -1.916 1.470 0.181
H -0.306 -3.162 0.053 0.177
H 1.264 -1.554 3.239 0.161
H 2.849 0.213 2.655 0.188
H 1.356 -0.618 -2.549 0.114
H 4.561 1.174 0.704 0.087
H 3.417 0.150 -3.279 0.135
H 5.096 1.293 -1.481 0.142
H -3.778 -0.997 -1.480 0.032
N -3.270 3.557 0.622 -0.134
N -1.580 -0.097 0.218 0.033
N 2.555 -0.404 1.863 0.020
O -3.646 0.874 -0.824 -0.049
O -2.827 -3.151 0.418 -0.053
O -3.889 -1.754 -0.999 0.162
```

E_LUMO ... -0.546 eV
Energy above the lowest of the compared OMol25 structures with the same formula, charge and spin ... 293.95 kcal/mol
Gap between HOMO and LUMO ... 8.07 eV
E ... -24326.0914 eV